# C4H9N2O

A cluster of 2 separate species, C4H9N2O in total at a distorted geometry (ωB97M-V with the def2-TZVPD basis set, the Open Molecules 2025 dataset).

The geometry in XYZ format:
```
16
Properties=species:S:1:pos:R:3:forces:R:3:mulliken_charge:R:1
C -0.22040 -1.31258 -0.36696 1.6 4.1 2.1 0.43
C 0.35700 1.76997 -0.08219 -0.4 -0.5 -2.9 -0.47
C -0.91846 1.64518 0.79092 1.8 0.1 1.7 -0.49
C 0.18268 0.62179 0.77185 -0.7 -2.1 -1.4 0.38
N -1.34472 -1.46646 -0.94752 -2.3 -1.4 -2.4 -0.30
N 0.89894 -1.96162 -0.42289 1.5 -2.1 -1.6 -0.36
O 1.01887 0.22981 1.69981 1.3 -0.4 0.7 -0.47
H 0.27389 1.84737 -1.21028 -0.2 -0.5 1.5 0.23
H 1.30628 2.14452 0.20606 0.3 1.6 0.7 0.30
H -1.07401 2.36667 1.66471 0.0 -1.5 -1.3 0.28
H -1.71670 1.15175 0.26502 -0.7 0.9 -0.2 0.14
H -1.97984 -0.69269 -1.07521 0.1 0.2 0.8 0.21
H -1.66087 -2.20652 -1.60968 1.0 0.2 0.7 0.26
H 1.72836 -1.54230 0.00905 -0.8 -0.4 0.0 0.18
H 1.17102 -2.74084 -1.12198 -1.0 1.5 1.5 0.27
H 1.97794 0.14594 1.42929 -1.5 0.4 0.1 0.40
```
Forces are in eV/Å.

The calculation puts the LUMO energy at -3.66 eV. The net charge is +1. The multiplicity is 1. The energy relative to the best compared isomer or geometry (same formula, charge and spin) comes out at 4.718 eV.

=====

# C4H9N2O

The ion C4H9N2O with charge +1 at a distorted geometry (ωB97M-V with the def2-TZVPD basis set, the Open Molecules 2025 dataset).

The geometry in XYZ format:
```
16
Properties=species:S:1:pos:R:3:forces:R:3:mulliken_charge:R:1
C 0.68402 0.20457 -0.45526 -1.1 -0.9 2.7 0.91
C 1.07865 1.15742 -1.47408 -0.7 1.0 -1.6 -1.21
C 1.63577 -0.26647 0.62477 -2.4 0.4 0.7 -1.05
C -2.11047 -0.28482 1.02716 -4.0 -2.1 1.6 -0.75
N -0.51044 -0.28890 -0.42973 2.9 2.9 -3.1 -0.10
N -1.39086 -1.00199 0.06653 1.9 0.3 1.0 0.49
O -1.51800 -2.12633 -0.20386 -1.2 -3.4 -0.8 -0.49
H 0.26629 1.89401 -1.69483 0.5 -0.7 0.2 0.36
H 1.15505 0.51313 -2.35612 0.2 0.3 -0.4 0.33
H 2.00947 1.72478 -1.35907 -0.2 -0.6 0.4 0.38
H 2.31753 0.49098 0.94926 0.0 0.7 0.4 0.38
H 2.23057 -0.93003 0.10020 1.4 -2.0 -0.8 0.35
H 1.05867 -0.78092 1.45301 1.0 0.6 -0.9 0.33
H -2.80527 0.30296 0.52562 -1.4 1.1 -0.9 0.37
H -1.44985 0.31247 1.47590 2.4 2.4 2.0 0.38
H -2.65111 -0.92087 1.75051 0.5 0.0 -0.6 0.32
```
Forces are in eV/Å.

The calculation puts the LUMO energy at -5.00 eV. The net charge is +1. As for the SMILES: CC(C)=N[N+](C)=O. The multiplicity is 1. The energy relative to the best compared isomer or geometry (same formula, charge and spin) comes out at 5.720 eV.

=====

# C4H9N2O

A cluster of 2 separate species, C4H9N2O in total at a distorted geometry (ωB97M-V with the def2-TZVPD basis set, the Open Molecules 2025 dataset).

The geometry in XYZ format:
```
16
Properties=species:S:1:pos:R:3:forces:R:3:mulliken_charge:R:1
C -1.58464 -2.19842 0.33369 -2.4 -0.6 -1.2 -0.98
C -0.78682 -0.97172 0.28101 2.0 3.3 0.2 0.57
C 0.46060 -0.44954 -0.08140 1.7 -0.4 -5.1 -0.45
N 0.42844 0.96512 -0.13494 0.3 -1.4 2.0 0.08
C -0.59507 1.31906 0.63263 -1.9 1.0 -1.8 -0.14
N -1.37203 0.18565 0.74809 -0.6 1.1 1.5 -0.10
H -2.61668 -2.02312 0.91843 2.6 -0.6 -1.1 0.27
H -1.88969 -2.53268 -0.73199 0.5 0.7 1.6 0.27
H -0.98193 -2.99874 0.71115 -0.1 -0.6 0.6 0.32
H 1.27533 -0.70525 -0.88868 -1.7 -0.8 2.2 0.28
H 1.24762 1.49278 -0.62993 -1.0 -0.7 1.4 0.31
H -0.92222 2.40599 0.77632 0.4 -2.1 0.2 0.33
H -2.23820 0.05739 1.27756 0.4 0.9 -0.2 0.25
H 3.08353 2.42957 -1.62643 0.5 -0.4 0.3 0.32
H 3.64811 1.28878 -0.59087 -1.3 1.2 -1.0 0.32
O 2.84366 1.73511 -0.99466 0.9 -0.6 0.5 -0.65
```
Forces are in eV/Å.

The calculation puts the LUMO energy at -3.09 eV. The net charge is +1. The multiplicity is 1. The energy relative to the best compared isomer or geometry (same formula, charge and spin) comes out at 1.623 eV.

=====

# C4H9N2O

The ion C4H9N2O with charge +1 at a distorted geometry (ωB97M-V with the def2-TZVPD basis set, the Open Molecules 2025 dataset).

The geometry in XYZ format:
```
16
Properties=species:S:1:pos:R:3:forces:R:3:mulliken_charge:R:1
C -0.11582 0.47481 -0.12256 2.0 -0.5 1.8 -0.19
C 1.30350 0.27054 0.36947 -1.6 1.3 2.1 -0.67
C -1.13005 0.43066 0.68273 -1.5 1.1 -0.4 -0.14
C -2.45991 0.98492 0.20405 0.2 -4.5 0.6 -1.22
N 1.97983 -0.61276 -0.54536 -0.2 -1.8 -0.1 0.02
N 1.58032 -1.86190 -0.71492 1.0 -0.4 0.9 0.43
O 1.94816 -2.59627 -1.60624 -1.0 1.4 1.5 -0.36
H -0.29020 0.88626 -1.04254 0.1 0.8 -2.6 0.41
H 1.02411 -2.23923 0.17108 0.8 0.6 -1.9 0.37
H 1.82940 1.26585 0.31353 -0.2 -1.2 0.1 0.29
H 1.23978 -0.03113 1.51748 0.7 0.1 -2.5 0.32
H -0.99364 0.15507 1.68775 0.0 -0.5 1.3 0.34
H -2.78409 0.25663 -0.60285 0.1 1.6 0.3 0.31
H -2.38150 1.99962 0.02659 -0.1 1.9 -0.9 0.39
H -3.13573 0.77550 1.00569 -0.8 0.4 0.4 0.37
H 2.38585 -0.15857 -1.34390 0.6 -0.3 -0.7 0.32
```
Forces are in eV/Å.

The calculation puts the LUMO energy (spin up / spin down) at -6.42 / -6.42 eV. The net charge is +1. As for the SMILES: C/C=C/CN[NH+]=O. The multiplicity is 1. The energy relative to the best compared isomer or geometry (same formula, charge and spin) comes out at 5.945 eV.

=====

# C4H9N2O

A cluster of 2 separate species, C4H9N2O in total at a distorted geometry (ωB97M-V with the def2-TZVPD basis set, the Open Molecules 2025 dataset).

The geometry in XYZ format:
```
16
Properties=species:S:1:pos:R:3:forces:R:3:mulliken_charge:R:1
C -0.27052 -1.31514 1.99896 0.0 -0.1 0.6 -1.19
C -0.43402 -0.38902 0.84944 -0.6 0.2 -1.2 0.80
C -1.15640 -0.50800 -0.32423 -0.7 -0.7 0.6 -0.58
N -0.97832 0.65838 -1.03682 0.6 1.7 -1.0 -0.01
C -0.13846 1.48129 -0.35882 -1.1 -0.6 -1.0 -0.28
N 0.17335 0.86003 0.77359 -0.6 -0.3 -0.7 0.03
H 0.70869 -1.80683 1.98914 -0.1 0.1 -0.1 0.30
H -1.03861 -2.09306 2.01928 0.1 0.2 -0.3 0.34
H -0.37123 -0.79910 2.96362 0.1 0.1 -0.3 0.35
H -1.88327 -1.30833 -0.62644 1.1 1.1 0.3 0.37
H -1.33444 0.94973 -1.99760 0.5 -1.0 1.9 0.28
H 0.14132 2.47948 -0.72586 0.0 -0.8 0.5 0.37
H 0.74930 1.25472 1.47725 0.6 0.3 0.6 0.20
H 1.83690 -1.32857 -1.95146 0.1 1.6 0.7 0.31
H 2.90513 -0.27787 -1.76575 0.9 0.3 -0.1 0.30
O 1.98967 -0.41422 -1.56645 -1.1 -2.0 -0.6 -0.59
```
Forces are in eV/Å.

The calculation puts the LUMO energy at -2.92 eV. The net charge is +1. The multiplicity is 1. The energy relative to the best compared isomer or geometry (same formula, charge and spin) comes out at 0.291 eV.

=====

# C4H9N2O

A cluster of 2 separate species, C4H9N2O in total at a distorted geometry (ωB97M-V with the def2-TZVPD basis set, the Open Molecules 2025 dataset).

The geometry in XYZ format:
```
16
Properties=species:S:1:pos:R:3:forces:R:3:mulliken_charge:R:1
C 0.93171 -1.20482 0.23416 -0.7 1.2 -0.7 0.02
C -2.12228 2.01234 -1.81358 0.4 -0.5 -2.7 -1.03
C 2.59212 -2.66650 1.25856 0.0 -0.9 -0.6 -0.72
C -1.82931 1.63724 -0.40961 -0.5 3.0 -0.3 -0.12
N 0.04830 0.69311 0.52855 0.6 -1.2 0.2 -0.23
N 1.82771 -1.38751 1.09558 1.2 1.0 3.9 -0.06
O -0.80100 0.65286 -0.33670 1.2 -1.2 0.3 0.21
H -1.48300 2.80676 -2.23549 -0.2 -0.2 0.5 0.32
H -1.97042 1.13210 -2.55118 -0.6 1.2 1.3 0.30
H -3.17159 2.36398 -1.82754 0.6 -0.3 -0.3 0.33
H 2.88398 -3.04634 0.27254 -0.2 0.1 0.3 0.32
H 3.50581 -2.47958 1.84343 -0.5 0.1 -0.2 0.31
H 1.93528 -3.39064 1.76875 0.4 0.3 -0.2 0.32
H -2.69817 1.18190 -0.07689 -1.4 -1.5 1.1 0.27
H -1.70851 2.54818 0.21110 0.8 -0.8 0.0 0.36
H 2.05936 -0.85308 2.03831 -1.1 -0.3 -2.7 0.38
```
Forces are in eV/Å.

The calculation puts the LUMO energy at -5.68 eV. The net charge is +1. The multiplicity is 1. The energy relative to the best compared isomer or geometry (same formula, charge and spin) comes out at 8.626 eV.